No. 1
ORCA calculation (wB97M-V/def2-TZVPD) on a single C3H8N2O molecule at a distorted geometry.

Geometry as ORCA input:
```
! RIJCOSX wB97M-V def2-TZVPD def2/J DEFGRID3
* xyz 0 1
O -0.56 0.11 0.26
N -1.79 -0.39 -0.03
N 2.37 0.79 -0.31
C 1.74 -0.39 0.36
C 0.45 -0.79 -0.31
C -2.74 0.57 -0.05
H 0.13 -1.80 0.01
H 0.43 -0.82 -1.37
H -2.52 1.65 0.19
H 2.30 -1.31 0.20
H 1.53 -0.33 1.43
H 1.99 1.76 0.26
H 3.48 0.85 -0.21
H -3.75 0.02 -0.22
*
```

Summary:
- DFT total energy: -303.72638 Eh
- HOMO energy: -9.355 eV
- E_LUMO: 1.064 eV
- SMILES: C=NOCCN
- F_max: 4.738 eV/Å
- Relative energy (zero: lowest compared OMol25 entry of this formula, charge and spin): 104.0 kcal/mol

Atomic partial charges in e from the Mulliken method, atoms 1 to 8:
1 O -0.067
2 N -0.517
3 N -0.656
4 C -0.404
5 C -0.398
6 C -0.317
7 H 0.283
8 H 0.366

No. 2
ORCA calculation (wB97M-V/def2-TZVPD) on a single C5H8N2O molecule at a distorted geometry.

Geometry as ORCA input:
```
! RIJCOSX wB97M-V def2-TZVPD def2/J DEFGRID3
* xyz 0 1
O 1.62 -0.80 0.49
N -1.07 0.32 -1.12
N -1.90 -0.25 -0.08
C 0.19 0.52 -0.49
C 0.21 -1.08 -0.03
C 1.77 0.33 -0.54
C -1.14 -0.93 0.67
C -0.01 1.46 0.90
H 2.52 1.03 -0.24
H 0.29 0.80 2.01
H -1.52 1.31 -1.67
H -1.52 -1.22 1.68
H 0.49 -1.75 -0.96
H 0.44 2.53 0.94
H 2.23 -0.27 -1.49
H -1.19 1.71 1.23
*
```

Summary:
- DFT total energy: -379.77634 Eh
- HOMO energy: -8.711 eV
- E_LUMO: 0.620 eV
- SMILES: C[C@@]12CO[C@H]1C=NN2
- F_max: 6.477 eV/Å
- Relative energy (zero: lowest compared OMol25 entry of this formula, charge and spin): 195.7 kcal/mol

Atomic partial charges in e from the Mulliken method, atoms 1 to 8:
1 O -0.445
2 N -0.361
3 N -0.348
4 C 0.503
5 C -0.010
6 C -0.474
7 C -0.355
8 C -1.011

No. 3
ORCA calculation (wB97M-V/def2-TZVPD) on a molecular structure, C9H20NO4 at a distorted geometry.

Geometry as ORCA input:
```
! RIJCOSX wB97M-V def2-TZVPD def2/J DEFGRID3
* xyz 1 1
O -0.53 -0.96 -1.09
O -1.15 1.21 -2.48
O -1.47 1.24 1.62
O 3.90 -1.25 -1.27
N 0.74 0.34 0.34
C -3.35 0.74 0.06
C 1.89 0.54 -0.60
C 3.21 0.61 0.08
C 4.29 0.02 -0.82
C -2.42 -2.23 0.80
C -2.05 0.37 0.82
C -0.60 0.21 -0.40
C -2.02 -0.94 1.64
C -0.84 1.30 -1.31
H -1.62 -2.37 0.11
H 3.25 0.10 1.05
H -4.24 0.43 0.69
H -0.25 -0.83 -1.99
H 5.24 -0.18 -0.35
H -3.53 1.86 -0.13
H -1.96 2.08 1.78
H 1.65 1.36 -1.30
H 0.51 1.12 0.96
H -2.50 -0.90 2.66
H 3.47 1.73 0.23
H -2.69 -2.99 1.53
H 1.95 -0.38 -1.19
H -3.30 0.26 -0.88
H -0.86 2.32 -0.90
H -1.01 -0.97 1.92
H -3.28 -2.06 0.19
H 4.33 0.66 -1.68
H 4.44 -1.95 -1.04
H 0.79 -0.51 0.94
*
```

Summary:
- DFT total energy: -710.30086 Eh
- HOMO energy: -13.499 eV
- E_LUMO: -3.185 eV
- F_max: 4.834 eV/Å
- Relative energy (zero: lowest compared OMol25 entry of this formula, charge and spin): 39.7 kcal/mol

Atomic partial charges in e from the Mulliken method, atoms 1 to 8:
1 O -0.537
2 O -0.469
3 O -0.537
4 O -0.522
5 N -0.100
6 C -1.372
7 C -0.737
8 C -0.340

No. 4
ORCA calculation (wB97M-V/def2-TZVPD) on 10 unconnected molecules or ions with the total composition C56H65BrFN12O2 at a distorted geometry.

Geometry as ORCA input:
```
! RIJCOSX wB97M-V def2-TZVPD def2/J DEFGRID3
* xyz 1 1
Br -3.31 -4.97 6.41
F -0.55 3.19 3.70
O -4.16 0.99 2.23
O 0.55 1.41 4.39
N -3.28 -2.88 4.65
N -0.67 1.77 -5.43
N 4.55 -0.61 -5.45
N -0.09 -2.91 2.05
N 1.01 2.96 -0.25
N -6.79 -1.61 -2.06
N 7.25 4.29 1.28
N -3.28 -4.85 -0.50
N -3.90 -1.15 3.15
N 4.47 5.05 3.76
N -2.04 -0.90 4.29
N 2.00 -0.84 -9.61
C 9.96 3.66 1.14
C 7.98 4.61 0.21
C 6.20 -2.11 -7.12
C -0.32 1.85 3.74
C -7.98 -1.88 -2.58
C 2.64 4.02 1.14
C -0.97 -2.74 1.05
C -0.92 -1.67 0.17
C -1.93 1.47 -5.13
C 6.48 -2.00 -5.77
C -1.34 1.07 2.95
C 5.32 6.06 3.66
C 5.63 -1.25 -4.98
C 3.33 2.38 -0.45
C -2.37 0.49 3.92
C -0.13 -4.83 5.66
C 1.43 0.03 -8.79
C -4.54 -6.68 0.40
C 3.80 4.91 4.90
C -3.24 -5.49 -1.66
C -1.07 -3.89 4.90
C 0.04 2.44 -4.52
C 1.55 -2.56 -8.00
C 2.00 2.26 -0.82
C -6.52 -3.96 -1.64
C -6.15 2.38 2.72
C 0.97 -1.63 -7.15
C 3.95 5.77 5.98
C 0.09 -0.73 0.32
C 9.33 4.31 0.09
C -7.77 -4.22 -2.18
C -3.92 -5.44 0.50
C -3.83 -6.73 -1.87
C -3.83 0.31 3.37
C -3.08 -1.70 4.08
C 0.90 -0.31 -7.55
C 3.66 3.28 0.55
C 4.85 6.82 5.87
C 0.88 -2.00 2.17
C -2.34 -3.49 5.61
C 5.09 -1.46 -7.62
C 9.21 3.33 2.26
C 2.05 -2.11 -9.22
C 1.01 -0.90 1.34
C -1.78 2.50 -2.99
C 5.55 6.97 4.68
C -2.53 1.81 -3.93
C 7.87 3.67 2.28
C -6.55 2.58 4.19
C -0.47 2.82 -3.29
C 1.34 3.82 0.71
C -6.08 -2.64 -1.61
C -8.52 -3.16 -2.66
C -4.64 2.33 2.47
C 4.30 -0.73 -6.75
C -4.49 -7.34 -0.82
H -0.51 -2.96 4.71
H 1.07 2.67 -4.79
H 1.70 1.57 -1.60
H -1.75 -3.49 0.96
H -9.50 -3.31 -3.09
H 0.89 -4.65 5.33
H 5.82 -1.14 -3.91
H -2.48 0.92 -5.89
H -0.80 0.26 2.44
H 5.00 7.51 6.69
H -4.08 2.78 3.30
H 1.62 -3.60 -7.73
H -5.89 -4.75 -1.26
H -5.74 3.03 4.78
H -3.56 1.54 -3.74
H 2.52 -2.80 -9.91
H 7.34 -2.49 -5.33
H -6.55 3.21 2.12
H -1.33 -4.29 3.92
H -2.21 2.79 -2.04
H -0.36 -5.87 5.47
H -7.43 3.21 4.28
H 6.85 -2.69 -7.77
H 0.15 3.36 -2.58
H 9.87 4.59 -0.81
H -6.57 1.45 2.33
H -2.71 -4.99 -2.47
H -1.31 -1.11 4.95
H 3.10 4.08 4.96
H -2.41 1.07 4.84
H -1.83 1.71 2.22
H 0.52 4.38 1.15
H -5.04 -7.11 1.26
H -0.16 -4.62 6.73
H 7.25 3.42 3.14
H 4.08 1.79 -0.94
H 0.15 0.12 -0.34
H 5.85 6.13 2.71
H -3.77 -7.21 -2.84
H 7.45 5.12 -0.59
H 6.27 7.77 4.55
H -4.86 -1.49 3.15
H -4.37 2.88 1.57
H -4.07 -3.42 4.34
H 3.42 -0.20 -7.10
H -4.97 -8.30 -0.94
H 2.87 4.73 1.93
H 1.81 -0.19 1.50
H 4.69 3.42 0.87
H 4.83 -1.51 -8.67
H 0.57 -1.94 -6.19
H -6.80 1.63 4.67
H -8.15 -5.23 -2.23
H -8.54 -1.03 -2.95
H 0.46 0.45 -6.90
H -4.50 0.56 4.20
H -1.66 -1.59 -0.61
H 9.66 2.82 3.10
H 3.38 5.61 6.89
H -2.16 -2.80 6.43
H 1.58 -2.16 2.99
H 11.01 3.42 1.08
H 1.39 1.06 -9.14
H -3.93 -4.89 1.44
H -5.10 -2.41 -1.19
*
```

Summary:
- DFT total energy: -5654.10977 Eh
- HOMO energy: -10.360 eV
- E_LUMO: -2.487 eV
- F_max: 1.092 eV/Å
- Relative energy (zero: lowest compared OMol25 entry of this formula, charge and spin): 0.0 kcal/mol

Atomic partial charges in e from the Mulliken method, atoms 1 to 8:
1 Br -0.108
2 F -0.296
3 O -0.394
4 O -0.512
5 N -0.110
6 N -0.429
7 N -0.471
8 N -0.320

No. 5
ORCA calculation (wB97M-V/def2-TZVPD) on 4 unconnected molecules or ions with the total composition C35H47F24NO7P at a distorted geometry.

Geometry as ORCA input:
```
! RIJCOSX wB97M-V def2-TZVPD def2/J DEFGRID3
* xyz -1 1
P -0.15 -0.93 -3.81
F 1.66 -0.92 -8.03
F -0.54 -2.55 -7.80
F -3.12 -2.32 -11.72
F 0.78 -1.24 -9.98
F -4.49 -0.73 8.80
F -5.34 2.27 12.17
F 6.45 3.40 3.85
F -0.81 -0.60 -6.88
F 2.09 2.66 3.79
F 3.60 2.04 6.00
F -0.72 -3.64 -12.37
F -5.70 1.69 7.76
F -7.42 0.51 7.24
F 4.81 4.48 5.99
F -1.35 -1.17 -11.27
F -3.62 1.67 9.13
F 6.56 5.65 5.46
F -4.97 -0.75 6.68
F -2.82 2.00 11.11
F -4.99 0.33 11.26
F 8.07 3.28 5.26
F -0.16 -3.62 -10.27
F 3.29 0.36 4.66
F 3.99 3.69 3.68
O 6.28 2.04 5.64
O -2.53 2.66 2.29
O 4.39 2.29 -1.59
O 3.50 1.11 0.18
O -6.91 0.70 9.38
O -4.64 1.59 2.15
O -2.52 -2.14 -9.60
N -0.80 -3.78 -3.53
C 6.72 3.30 5.16
C -1.29 -2.40 -3.25
C -0.69 -1.24 -8.08
C 1.62 -2.94 -1.53
C -5.16 1.64 10.97
C -3.90 2.22 10.32
C 3.33 1.56 -0.98
C 3.42 2.46 3.66
C -6.47 1.81 10.17
C 1.00 0.56 -4.19
C -2.36 0.32 -2.19
C 2.27 0.77 -3.22
C 4.58 -3.60 -2.09
C 6.16 4.47 5.98
C -2.03 -1.04 -8.83
C -1.74 1.79 1.40
C -2.03 -2.28 -10.92
C 0.55 -0.68 -8.78
C 1.93 1.22 -1.72
C -1.74 0.16 -3.66
C -2.38 1.90 -0.08
C 2.51 -3.56 -0.41
C 3.65 -3.01 -3.20
C 4.01 -3.90 -0.68
C 1.34 -2.09 -4.21
C -1.21 -3.57 -11.11
C -5.51 -0.70 7.92
C -6.37 0.57 8.08
C -3.74 1.63 4.42
C 3.94 1.56 4.78
C -1.43 1.05 -1.11
C -3.64 1.96 2.83
C 4.95 -4.55 0.44
C 2.13 -2.67 -2.95
C 5.45 1.26 4.77
H 2.14 -1.47 -4.77
H -3.40 1.40 -0.10
H -0.64 2.14 1.42
H -4.00 3.31 10.19
H 0.20 -0.79 -2.41
H 0.48 0.41 -8.91
H 0.55 -2.69 -1.27
H 2.83 1.68 -3.68
H -1.42 -4.28 -4.20
H -4.00 2.60 4.96
H 1.10 -2.89 -5.01
H 4.50 -5.50 0.92
H -2.80 1.11 4.81
H 5.69 -3.80 -2.31
H -0.52 -1.10 -5.20
H -2.79 -0.62 -1.72
H -2.78 -0.91 -8.05
H -2.43 3.00 -0.42
H -4.62 0.89 4.57
H 5.97 -4.74 -0.03
H -0.85 -4.33 -2.66
H -0.79 0.36 -0.48
H -2.05 -0.10 -9.39
H -1.84 -4.45 -10.94
H 1.38 0.44 -1.10
H 3.05 -0.08 -3.29
H 0.47 1.60 -4.14
H 1.31 0.48 -5.30
H 4.14 -2.82 -4.22
H 5.56 0.24 5.15
H -6.12 -1.59 8.07
H 5.86 1.21 3.75
H -2.36 -2.34 -3.67
H 6.51 4.41 7.02
H 3.60 2.02 2.68
H -7.26 1.92 10.93
H -0.83 1.85 -1.68
H -1.43 -2.33 -2.10
H 5.09 -3.80 1.30
H -1.74 0.70 1.73
H -2.60 -0.28 -4.32
H 1.38 2.24 -1.77
H 2.05 -3.77 0.61
H -6.50 2.74 9.61
H -1.64 1.23 -4.08
H 5.17 1.70 -1.52
H -3.28 1.03 -2.32
*
```

Summary:
- DFT total energy: -4681.08296 Eh
- HOMO energy: -3.721 eV
- E_LUMO: 1.663 eV
- F_max: 4.955 eV/Å
- Relative energy (zero: lowest compared OMol25 entry of this formula, charge and spin): 187.2 kcal/mol

Atomic partial charges in e from the Mulliken method, atoms 1 to 8:
1 P 4.657
2 F -0.236
3 F -0.330
4 F -0.310
5 F -0.264
6 F -0.214
7 F -0.332
8 F -0.270

No. 6
ORCA calculation (wB97M-V/def2-TZVPD) on a molecular structure, C17H13BCl4FeO4 at a distorted geometry.

Geometry as ORCA input:
```
! RIJCOSX wB97M-V def2-TZVPD def2/J DEFGRID3
* xyz 0 5
Fe 2.25 0.19 -4.43
Cl 3.15 2.17 3.43
Cl 2.58 -0.33 1.77
Cl -5.96 0.74 3.41
Cl 2.73 -0.60 4.81
O 2.46 -1.89 -6.46
O 0.78 0.79 3.48
O 4.96 1.16 -4.04
O 0.91 2.53 -5.42
C -2.37 -0.96 3.44
C -1.50 0.15 3.43
C -2.05 1.46 3.44
C 1.05 -1.63 -0.77
C -0.85 -0.32 -2.73
C 1.63 1.65 -5.16
C -3.43 1.63 3.43
C 0.38 -0.19 -3.30
C 1.54 0.12 -2.49
C -0.29 -1.42 -0.61
C -4.28 0.51 3.43
C 2.46 -0.97 -5.75
C 3.92 0.75 -4.33
C -0.10 -0.14 3.43
C 1.92 -0.72 -1.40
C -0.96 -0.26 -1.24
C -3.75 -0.79 3.43
B 2.27 0.52 3.40
H -4.43 -1.65 3.43
H -2.00 -0.16 -0.93
H -1.39 2.32 3.45
H -1.90 -1.94 3.44
H -0.41 0.63 -0.90
H -1.80 -0.37 -3.27
H 0.52 -0.37 -4.41
H -0.92 -2.05 0.04
H 1.49 -2.53 -0.36
H 2.97 -0.66 -1.08
H 2.03 1.14 -2.48
H 0.23 -1.18 3.42
H -3.86 2.63 3.43
*
```

Summary:
- <S²>: 6.1170
- DFT total energy: -4085.76432 Eh
- HOMO energy (alpha / beta): -7.016 / -8.343 eV
- E_LUMO (alpha / beta): -0.686 / -5.469 eV
- F_max: 4.404 eV/Å

Atomic partial charges in e from the Mulliken method, atoms 1 to 8:
1 Fe 0.194
2 Cl -0.307
3 Cl -0.198
4 Cl -0.122
5 Cl -0.292
6 O -0.365
7 O -0.512
8 O -0.333

No. 7
ORCA calculation (wB97M-V/def2-TZVPD) on a single CH3Cl2FSi molecule at a distorted geometry.

Geometry as ORCA input:
```
! RIJCOSX wB97M-V def2-TZVPD def2/J DEFGRID3
* xyz 0 1
Cl -1.72 1.67 -0.19
Cl -1.93 -1.61 -0.17
Si -0.88 -0.03 0.50
F 1.96 0.22 0.49
C 1.00 -0.01 -0.47
H 1.22 -1.00 -0.89
H -0.76 -0.01 1.95
H 1.10 0.77 -1.22
*
```

Summary:
- DFT total energy: -1349.71921 Eh
- HOMO energy: -10.406 eV
- E_LUMO: 0.704 eV
- SMILES: FC[SiH](Cl)Cl
- F_max: 3.401 eV/Å
- Relative energy (zero: lowest compared OMol25 entry of this formula, charge and spin): 73.4 kcal/mol

How positive or negative is each atom? The Mulliken charges in e answer that:
1 Cl -0.223
2 Cl -0.206
3 Si 0.662
4 F -0.277
5 C -0.337
6 H 0.232
7 H -0.098
8 H 0.246

No. 8
ORCA calculation (wB97M-V/def2-TZVPD) on a single C4H10N2O2 molecule at a distorted geometry.

Geometry as ORCA input:
```
! RIJCOSX wB97M-V def2-TZVPD def2/J DEFGRID3
* xyz 0 1
O 2.76 -0.89 -0.05
O -3.06 -1.02 -0.29
N 1.79 -0.45 0.86
N 0.55 -0.33 -0.29
C -2.06 0.93 -1.23
C -0.69 -0.87 -0.09
C -1.87 -0.39 -0.58
C 2.32 0.72 1.53
H 3.35 0.98 1.27
H 1.71 1.59 1.31
H -0.67 -1.85 0.37
H 2.34 0.53 2.62
H -2.89 -1.88 0.10
H -3.06 1.00 -1.67
H -1.33 1.10 -2.03
H 0.56 0.59 -0.72
H 2.19 -1.49 -0.59
H -1.96 1.74 -0.50
*
```

Summary:
- DFT total energy: -418.23453 Eh
- HOMO energy: -7.521 eV
- E_LUMO: 0.821 eV
- SMILES: C/C(O)=C\NN(C)O
- F_max: 3.385 eV/Å
- Relative energy (zero: lowest compared OMol25 entry of this formula, charge and spin): 142.1 kcal/mol

Atomic partial charges in e from the Mulliken method, atoms 1 to 8:
1 O -0.446
2 O -0.506
3 N -0.011
4 N -0.340
5 C -1.294
6 C -0.628
7 C 1.048
8 C -0.698

No. 9
ORCA calculation (wB97M-V/def2-TZVPD) on 2 unconnected molecules or ions with the total composition FH3OSi at a distorted geometry.

Geometry as ORCA input:
```
! RIJCOSX wB97M-V def2-TZVPD def2/J DEFGRID3
* xyz 0 1
Si -0.10 0.33 -0.05
F 0.34 -3.05 0.17
O -1.19 -0.43 0.69
H 1.22 -0.39 -0.34
H 0.00 1.85 -0.53
H -0.37 -2.70 0.67
*
```

Summary:
- DFT total energy: -466.36695 Eh
- HOMO energy: -11.026 eV
- E_LUMO: -0.610 eV
- SMILES: O=[SiH2].F
- F_max: 1.839 eV/Å
- Relative energy (zero: lowest compared OMol25 entry of this formula, charge and spin): 77.5 kcal/mol

How positive or negative is each atom? The Mulliken charges in e answer that:
1 Si 0.529
2 F -0.407
3 O -0.459
4 H -0.030
5 H -0.039
6 H 0.405

No. 10
ORCA calculation (wB97M-V/def2-TZVPD) on 2 unconnected molecules or ions with the total composition CHNO3S at a distorted geometry.

Geometry as ORCA input:
```
! RIJCOSX wB97M-V def2-TZVPD def2/J DEFGRID3
* xyz 0 1
S 3.53 0.28 -0.21
O 2.23 0.51 0.47
O -0.27 -1.31 1.10
O 0.86 -2.55 -0.49
N -0.24 -0.43 -0.08
C 0.32 -1.64 0.05
H 0.23 0.47 0.05
*
```

Summary:
- DFT total energy: -717.20068 Eh
- HOMO energy (alpha / beta): -9.934 / -9.936 eV
- E_LUMO (alpha / beta): -2.153 / -2.177 eV
- SMILES: O=C1NO1.O=S
- F_max: 4.790 eV/Å
- Relative energy (zero: lowest compared OMol25 entry of this formula, charge and spin): 104.5 kcal/mol

How positive or negative is each atom? The Mulliken charges in e answer that:
1 S 0.304
2 O -0.343
3 O -0.286
4 O -0.480
5 N -0.482
6 C 0.929
7 H 0.358

No. 11
ORCA calculation (wB97M-V/def2-TZVPD) on 4 unconnected molecules or ions with the total composition H8O4.

Geometry as ORCA input:
```
! RIJCOSX wB97M-V def2-TZVPD def2/J DEFGRID3
* xyz 0 1
O 1.87 -0.75 -0.53
O -0.68 3.01 -0.02
O -0.71 0.45 1.01
O -0.96 -2.16 -0.21
H -0.07 -2.50 -0.40
H 2.15 -1.57 -0.98
H -0.72 2.10 0.32
H -1.61 3.19 -0.17
H 2.47 -0.11 -0.93
H 0.26 0.48 0.98
H -0.92 0.00 0.19
H -1.06 -2.16 0.74
*
```

Summary:
- DFT total energy: -305.74883 Eh
- HOMO energy: -10.679 eV
- E_LUMO: 0.243 eV
- SMILES: O.O.O.O
- F_max: 0.799 eV/Å
- Relative energy (zero: lowest compared OMol25 entry of this formula, charge and spin): 19.1 kcal/mol

Atomic partial charges in e from the Mulliken method, atoms 1 to 8:
1 O -0.596
2 O -0.663
3 O -0.734
4 O -0.655
5 H 0.293
6 H 0.307
7 H 0.376
8 H 0.311